Formula: C4H12
Source: the OMol25 dataset
Level of theory: ωB97M-V with the def2-TZVPD basis set

Structure (ORCA input):
```
! wB97M-V def2-TZVPD RIJCOSX def2/J DEFGRID3
* xyz 0 1
C 0.14 2.19 -1.92
C -0.76 -1.59 2.14
C 0.50 -1.34 1.29
C -0.03 0.69 -1.59
H -0.21 0.79 -0.53
H 0.23 -0.52 0.63
H 0.67 2.67 -1.08
H 0.93 0.19 -1.71
H 0.95 -2.13 0.65
H -0.69 0.03 -2.14
H 1.35 -1.23 1.96
H 0.72 2.38 -2.82
H -0.74 2.81 -2.09
H -1.67 -1.29 1.63
H -0.61 -1.04 3.08
H -0.78 -2.62 2.50
*
```

As for the gap between HOMO and LUMO: 12.236 eV. Its SMILES is CC.CC. Its electronic energy is -159.55485 Eh. As for the LUMO energy: 1.12 eV. The value obtained for the energy above the lowest of the compared OMol25 structures with the same formula, charge and spin is 79.1 kJ/mol. For the highest occupied orbital energy, the calculation gives -11.12 eV.

---

Formula: C3H5NO
Source: the OMol25 dataset
Level of theory: ωB97M-V with the def2-TZVPD basis set

Structure (ORCA input):
```
! wB97M-V def2-TZVPD RIJCOSX def2/J DEFGRID3
* xyz 0 1
O 0.65 -1.10 -0.49
N 0.87 1.08 0.12
C -0.66 -0.78 -0.06
C 1.40 -0.02 -0.19
C -0.58 0.91 0.05
H 2.47 -0.20 -0.25
H -1.36 -1.44 -0.61
H -0.72 -1.11 1.01
H -1.10 0.89 0.98
H -0.97 1.79 -0.54
*
```

As for the gap between HOMO and LUMO: 10.781 eV. Its SMILES is C1=NCCO1. Its electronic energy is -247.24796 Eh. As for the LUMO energy: 1.00 eV. The value obtained for the energy above the lowest of the compared OMol25 structures with the same formula, charge and spin is 155.6 kJ/mol. For the highest occupied orbital energy, the calculation gives -9.79 eV.

---

Formula: C34H58AuN2O4Si
Source: the OMol25 dataset
Level of theory: ωB97M-V with the def2-TZVPD basis set

Structure (ORCA input):
```
! wB97M-V def2-TZVPD RIJCOSX def2/J DEFGRID3
* xyz 1 3
Au 0.15 1.08 1.48
Si 1.97 2.33 -1.44
O 1.08 -1.15 -3.46
O 1.94 -2.37 -1.66
O 2.06 0.22 2.12
O 3.93 0.78 0.95
N -1.07 -0.42 3.15
N -1.88 1.90 1.55
C -2.90 -2.35 2.05
C 3.13 0.94 1.89
C 1.33 -1.24 4.53
C 3.58 1.58 -2.04
C -1.50 -2.70 2.43
C -2.69 2.00 2.60
C -2.99 1.95 -0.63
C 3.44 -2.45 0.37
C -1.56 3.82 0.08
C 2.07 -2.53 -5.12
C -3.88 2.95 2.47
C 3.28 -2.18 -1.12
C -1.67 4.36 -1.20
C 2.16 -1.15 -4.52
C -1.37 -0.71 -3.00
C 0.79 1.30 -0.34
C 1.04 -3.16 -0.87
C 1.07 -3.40 3.32
C -3.09 2.53 -1.90
C -2.16 2.57 0.33
C -2.42 3.72 -2.19
C -3.67 0.65 -0.33
C 0.07 -3.77 -1.86
C -2.25 -0.61 5.31
C 1.13 2.65 -3.09
C -0.79 4.49 1.17
C -0.20 -0.61 -3.95
C -2.56 1.33 3.81
C -0.69 -1.76 3.11
C -1.90 0.12 4.02
C 0.56 -2.15 3.65
C 2.24 3.84 -0.41
C 0.31 -4.30 2.55
C -0.98 -3.96 2.15
H -1.20 -0.30 -2.00
H 2.07 -3.68 3.68
H -4.17 0.69 0.64
H -4.41 0.41 -1.09
H -3.57 3.99 2.31
H 1.53 -3.95 -0.30
H 1.90 -0.30 -5.18
H -0.68 -4.37 -1.34
H 3.10 -0.94 -4.00
H 3.43 0.76 -2.76
H 1.35 0.34 -0.50
H 3.37 -3.53 0.59
H -0.11 1.21 -1.00
H -2.17 -0.11 -3.43
H 3.30 1.73 2.63
H 4.42 -2.08 0.69
H 0.04 0.46 -4.11
H 2.11 -1.79 5.06
H 0.56 -2.50 -0.13
H -0.10 3.80 1.67
H 1.10 -2.60 -5.63
H -3.33 -3.13 1.42
H 1.52 1.97 -3.86
H 2.08 -3.27 -4.31
H 0.70 -0.73 5.27
H 4.22 1.21 -1.23
H -2.96 -0.18 -0.30
H -2.49 4.15 -3.20
H -4.46 2.92 3.40
H 2.69 -1.90 0.95
H -3.70 2.04 -2.66
H 4.07 2.42 -2.55
H -2.93 -1.40 1.50
H -1.36 -1.04 5.79
H 0.73 -5.29 2.30
H -1.46 4.90 1.94
H -1.59 -4.68 1.59
H 0.62 -4.42 -2.56
H -0.21 5.33 0.77
H 2.61 4.66 -1.05
H 1.29 4.12 0.07
H 2.95 3.59 0.39
H 3.51 -1.13 -1.33
H 1.20 -2.02 -2.89
H -4.56 2.66 1.65
H 2.92 -2.72 -5.79
H -3.55 -2.24 2.93
H -1.17 5.31 -1.42
H -0.39 -1.14 -4.90
H 1.38 3.70 -3.32
H 0.04 2.56 -3.07
H 3.99 -2.82 -1.68
H -2.97 -1.43 5.12
H -2.72 0.10 6.00
H 1.82 -0.47 3.93
H -3.17 1.69 4.63
H -1.79 -1.72 -2.88
H -0.47 -2.98 -2.40
*
```

As for the expectation value of S²: 2.058. As for the gap between HOMO and LUMO (alpha / beta): 7.207 / 5.462 eV. Its electronic energy is -2165.61058 Eh. As for the LUMO energy (alpha / beta): -2.16 / -5.02 eV. For the highest occupied orbital energy (alpha / beta), the calculation gives -9.37 / -10.48 eV.

---

Formula: C4H7F
Source: the OMol25 dataset
Level of theory: ωB97M-V with the def2-TZVPD basis set

Structure (ORCA input):
```
! wB97M-V def2-TZVPD RIJCOSX def2/J DEFGRID3
* xyz 0 1
F 0.52 2.76 -0.82
C -0.39 -0.84 -0.03
C -0.40 -1.57 1.25
C 0.19 1.30 -1.07
C 0.48 0.36 0.16
H -0.99 1.24 -1.25
H -0.78 -1.13 -1.25
H -0.27 0.43 1.26
H 1.57 0.46 0.55
H 0.26 -1.40 2.31
H -0.88 -2.61 1.00
H 0.70 1.00 -2.11
*
```

As for the gap between HOMO and LUMO: 9.314 eV. Its SMILES is C=CCCF. Its electronic energy is -256.25850 Eh. As for the LUMO energy: 0.45 eV. The value obtained for the energy above the lowest of the compared OMol25 structures with the same formula, charge and spin is 486.6 kJ/mol. For the highest occupied orbital energy, the calculation gives -8.86 eV.

---

Formula: C3H28N3O9
Source: the OMol25 dataset
Level of theory: ωB97M-V with the def2-TZVPD basis set

Structure (ORCA input):
```
! wB97M-V def2-TZVPD RIJCOSX def2/J DEFGRID3
* xyz 0 2
O 3.13 -0.61 -0.03
O 2.17 2.85 0.64
O -0.49 -0.72 -3.70
O 1.55 -3.02 1.73
O -2.01 2.94 2.11
O -0.11 4.46 -0.28
O 2.60 -0.62 -2.81
O -1.11 -4.08 -0.42
O -3.39 -1.81 -0.46
N -1.85 0.74 -1.70
N 0.54 0.61 -1.33
N -1.00 0.27 0.47
C -0.73 0.48 -0.90
C -0.02 0.45 1.57
C -0.58 -0.36 2.74
H -1.49 -0.95 2.59
H -1.08 3.19 2.21
H -1.95 0.34 0.77
H -3.87 -1.58 0.36
H -0.87 0.36 3.55
H 0.87 -0.13 1.27
H -1.06 4.32 -0.22
H 2.44 -1.21 -0.35
H -0.60 -4.29 -1.20
H -3.37 -2.78 -0.44
H 3.41 -1.05 0.78
H 0.21 -1.03 3.07
H 0.68 -3.29 2.04
H 0.88 0.62 -2.27
H 3.03 3.28 0.67
H 2.96 0.03 -3.43
H 0.48 3.72 -0.08
H 2.05 1.92 0.88
H -2.43 2.90 2.97
H 1.33 0.41 -0.76
H 0.07 1.51 1.79
H 3.24 -0.56 -2.09
H 0.25 -0.34 -4.19
H -0.07 -1.58 -3.55
H 2.26 -3.38 2.26
H -1.40 -3.16 -0.45
H -2.74 0.92 -1.26
H -1.95 0.22 -2.55
*
```

As for the expectation value of S²: 0.753. As for the gap between HOMO and LUMO (alpha / beta): 2.858 / 8.293 eV. Its electronic energy is -972.38961 Eh. As for the LUMO energy (alpha / beta): 0.11 / 0.10 eV. For the highest occupied orbital energy (alpha / beta), the calculation gives -2.74 / -8.20 eV.

---

Formula: C16H15BrErTe
Source: the OMol25 dataset
Level of theory: ωB97M-V with the def2-TZVPD basis set

Structure (ORCA input):
```
! wB97M-V def2-TZVPD RIJCOSX def2/J DEFGRID3
* xyz -1 4
Er -0.09 -0.12 0.25
Te 2.21 1.15 1.62
Br -2.59 -0.46 0.77
C 3.21 4.60 -1.75
C -0.60 -1.34 -1.79
C 1.65 -1.04 -1.29
C 0.55 -1.97 -1.19
C 2.72 2.55 0.10
C 2.13 4.70 -0.87
C -4.47 -3.46 1.55
C -4.54 -2.37 2.46
C 4.03 3.48 -1.73
C 1.89 3.69 0.06
C -3.44 -4.35 1.98
C -3.54 -2.58 3.47
C 1.17 0.14 -1.94
C -0.21 -0.04 -2.24
C -2.86 -3.80 3.17
C 3.81 2.44 -0.81
H 0.59 -2.98 -0.79
H 1.04 3.73 0.75
H -3.34 -1.91 4.30
H -2.06 -4.24 3.75
H -1.57 -1.80 -1.95
H -5.10 -3.60 0.67
H 4.44 1.55 -0.77
H 1.78 1.02 -2.18
H 2.66 -1.18 -0.90
H -3.15 -5.28 1.50
H -5.22 -1.53 2.40
H 3.40 5.41 -2.46
H -0.83 0.64 -2.83
H 4.85 3.39 -2.45
H 1.47 5.56 -0.89
*
```

As for the expectation value of S²: 3.753. As for the gap between HOMO and LUMO (alpha / beta): 4.276 / 4.348 eV. Its electronic energy is -4475.81552 Eh. As for the LUMO energy (alpha / beta): 1.82 / 1.89 eV. For the highest occupied orbital energy (alpha / beta), the calculation gives -2.46 / -2.46 eV.

---

Formula: C3H9NS2
Source: the OMol25 dataset
Level of theory: ωB97M-V with the def2-TZVPD basis set

Structure (ORCA input):
```
! wB97M-V def2-TZVPD RIJCOSX def2/J DEFGRID3
* xyz 0 1
S -2.45 1.40 -1.31
S -2.91 3.35 -0.48
N 3.06 -3.83 1.28
C 3.75 -2.48 0.99
C -4.44 3.49 -1.49
C 3.10 -1.31 1.05
H -4.67 4.48 -1.03
H -5.14 2.69 -1.58
H 3.31 -4.46 0.51
H -4.21 3.75 -2.51
H 1.97 -1.45 1.01
H 3.50 -0.43 1.50
H 2.08 -3.66 1.25
H 4.77 -2.63 1.13
H -1.72 1.08 -0.32
*
```

As for the gap between HOMO and LUMO: 8.592 eV. Its SMILES is C=CN.CSS. Its electronic energy is -970.74167 Eh. As for the LUMO energy: 0.12 eV. The value obtained for the energy above the lowest of the compared OMol25 structures with the same formula, charge and spin is 236.4 kJ/mol. For the highest occupied orbital energy, the calculation gives -8.47 eV.

---

Formula: C22H40BNO44S9
Source: the OMol25 dataset
Level of theory: ωB97M-V with the def2-TZVPD basis set

Structure (ORCA input):
```
! wB97M-V def2-TZVPD RIJCOSX def2/J DEFGRID3
* xyz 0 1
S -3.87 2.15 -1.19
S 5.25 2.66 -3.08
S -7.24 -0.02 1.95
S -1.87 2.85 2.46
S 4.82 -2.09 -1.19
S -7.37 -4.14 -0.51
S 0.87 -6.25 2.17
S 5.50 -1.20 3.14
S -0.32 1.14 -5.21
O -8.09 1.00 2.47
O 2.24 -6.02 1.83
O -6.30 -3.35 0.46
O 4.82 -3.69 -1.43
O 3.20 1.59 0.23
O -3.33 0.82 -0.97
O -7.76 -1.35 1.85
O 6.02 -1.68 -0.47
O 6.48 -0.41 2.45
O 4.20 3.44 -4.08
O -0.54 -0.47 1.22
O 4.02 -0.76 2.62
O 6.49 2.64 -3.79
O 4.52 -1.41 -2.43
O -5.84 -0.11 2.84
O 3.56 -2.07 -0.16
O 0.17 -7.00 0.93
O 5.57 -2.63 3.15
O 5.10 3.82 -1.95
O -1.51 1.60 -4.55
O -6.36 0.37 0.59
O -2.98 2.92 -2.30
O 0.51 -6.77 3.45
O 0.17 -1.60 -0.61
O -0.18 1.13 -6.64
O -2.61 -1.38 1.35
O -6.83 -3.11 -1.71
O 1.09 1.68 -4.56
O -0.03 -4.86 1.97
O 0.86 2.90 -1.03
O -2.26 2.34 3.73
O -0.06 -0.40 -4.70
O -1.58 -2.93 -0.99
O 4.68 1.44 -2.54
O -8.73 -3.82 -0.20
O -0.36 3.45 2.62
O -6.98 -5.52 -0.75
O -1.97 2.00 1.34
O -3.45 3.22 -0.04
O -2.47 4.34 2.13
O 0.06 0.80 -0.80
O -5.28 2.29 -1.51
O 5.27 -0.64 4.63
O 1.81 -0.12 0.50
N 5.97 1.39 0.30
C 3.26 4.27 -3.41
C -1.55 -1.25 0.84
C 4.06 -4.35 -0.42
C -1.03 -5.03 0.96
C -0.20 4.67 1.96
C -1.54 5.39 2.16
C -5.43 -2.84 -1.69
C 0.90 1.77 -0.61
C 3.46 0.22 3.54
C -5.08 -3.14 -0.20
C -1.19 -6.53 0.75
C -4.89 0.87 2.40
C 3.74 4.35 -1.94
C 4.59 0.59 4.53
C 0.43 -0.23 -3.35
C 2.14 1.05 0.03
C 3.18 -3.37 0.35
C -2.14 3.80 -0.29
C -1.78 3.34 -1.72
C -5.36 1.28 0.99
C 1.52 0.80 -3.53
C -1.04 -2.04 -0.40
B 0.38 -0.34 0.10
H -1.75 -7.10 1.50
H 4.71 -4.86 0.29
H -1.74 5.92 1.23
H -0.43 0.02 -2.73
H -1.96 -4.47 1.00
H 6.10 2.40 0.39
H -5.77 2.29 0.86
H 3.85 5.32 -1.47
H -5.06 1.59 3.20
H 4.07 0.91 5.43
H -0.97 2.61 -1.69
H -1.52 3.42 0.52
H 2.50 0.34 -3.62
H -4.82 -3.52 -2.28
H 3.42 5.27 -3.82
H 1.59 1.32 -2.57
H 6.18 0.88 1.17
H 2.64 -0.29 4.05
H 3.39 -5.11 -0.81
H 3.14 3.70 -1.30
H -4.55 1.34 0.26
H -3.90 0.42 2.44
H 2.09 -3.36 0.33
H -1.61 6.02 3.05
H 5.19 1.37 4.07
H 0.64 5.23 2.36
H -5.27 -1.80 -1.96
H -0.49 -4.57 0.13
H 0.87 -1.15 -2.96
H 0.07 4.52 0.91
H -1.55 -6.82 -0.24
H -4.63 -2.25 0.23
H -1.44 4.15 -2.37
H 3.47 -3.43 1.40
H -4.41 -3.99 -0.07
H 6.55 1.09 -0.48
H -2.30 4.86 -0.07
H 2.25 3.92 -3.60
H 4.95 1.30 0.13
H 2.97 1.06 3.05
*
```

As for the gap between HOMO and LUMO: 9.096 eV. Its electronic energy is -7835.99356 Eh. As for the LUMO energy: -1.12 eV. The value obtained for the energy above the lowest of the compared OMol25 structures with the same formula, charge and spin is 566.3 kJ/mol. For the highest occupied orbital energy, the calculation gives -10.22 eV.